Arrangement A

{"formula": "C4H12NO2", "method": "the ωB97M-V functional and the def2-TZVPD basis", "orbital_gap_ev": [10.6, 7.2], "homo_energy_ev": [-9.86, -9.86], "spin_multiplicity": 2, "s2": 0.754, "elements": ["C", "O", "C", "C", "C", "N", "H", "H", "H", "H", "H", "H", "H", "H", "H", "H", "H", "H", "O"], "coordinates": [[-0.359, 2.212, 0.179], [0.459, 2.784, 1.112], [0.178, 0.731, -0.219], [-0.710, -0.379, -0.769], [0.123, -1.544, -1.330], [0.838, 0.274, 1.094], [-0.593, 2.760, -0.770], [-1.342, 2.105, 0.636], [0.943, 0.937, -0.987], [-1.416, 0.036, -1.556], [-1.359, -0.704, 0.034], [0.883, -1.170, -2.060], [0.783, -2.000, -0.571], [-0.349, -2.374, -1.805], [0.905, 1.272, 1.474], [1.805, -0.027, 0.987], [-0.941, -1.767, 1.208], [0.305, -1.114, 1.588], [-0.154, -2.030, 1.756]], "lowdin_charge": [-0.225, 0.036, -0.303, -0.234, -0.102, 0.016, 0.137, 0.147, 0.131, 0.130, 0.078, 0.083, 0.070, 0.061, 0.062, 0.101, 0.004, -0.024, -0.168]}



Arrangement B

{"formula": "C4H12NO2", "method": "the ωB97M-V functional and the def2-TZVPD basis", "orbital_gap_ev": [9.7, 6.9], "homo_energy_ev": [-8.92, -8.88], "spin_multiplicity": 2, "s2": 0.755, "elements": ["C", "C", "N", "C", "C", "O", "H", "H", "H", "H", "H", "H", "H", "H", "H", "H", "H", "H", "O"], "coordinates": [[1.603, 2.305, 0.413], [0.225, 2.257, -0.319], [-0.221, 0.902, -0.689], [-0.688, 0.124, 0.366], [0.235, -1.109, 0.614], [1.522, -0.926, 1.030], [1.918, 3.306, 0.749], [1.498, 1.633, 1.314], [2.514, 1.938, -0.236], [0.117, 2.980, -1.200], [-0.568, 2.618, 0.289], [0.472, 0.291, -1.103], [-0.663, 0.525, 1.382], [-1.684, -0.079, 0.070], [0.251, -1.612, -0.462], [-0.335, -1.859, 1.245], [-2.349, -3.890, -1.133], [-1.539, -2.720, -0.767], [-2.314, -2.937, -1.250]], "lowdin_charge": [-0.102, -0.265, -0.089, -0.270, -0.321, 0.030, 0.057, 0.061, 0.103, 0.121, 0.084, 0.097, 0.122, 0.103, 0.163, 0.127, 0.042, -0.029, -0.035]}



Arrangement C

{"formula": "C4H12NO2", "method": "the ωB97M-V functional and the def2-TZVPD basis", "orbital_gap_ev": [10.7, 7.1], "homo_energy_ev": [-9.82, -9.80], "spin_multiplicity": 2, "s2": 0.756, "elements": ["C", "N", "C", "C", "C", "O", "H", "H", "H", "H", "H", "H", "H", "H", "H", "H", "H", "H", "O"], "coordinates": [[-1.687, 0.070, -1.683], [-0.698, -0.330, -0.647], [-1.208, 0.340, 0.679], [0.493, 0.446, -1.042], [1.714, -0.016, -0.011], [1.460, 0.314, 1.258], [-1.965, 1.167, -1.808], [-2.670, -0.388, -1.453], [-1.499, -0.422, -2.664], [-0.393, 0.906, 1.022], [-1.617, -0.459, 1.228], [-2.074, 1.041, 0.557], [0.768, 0.098, -2.041], [0.199, 1.478, -0.792], [2.687, 0.441, -0.489], [1.682, -1.166, -0.016], [2.227, -1.454, 2.805], [1.208, -0.725, 2.110], [1.374, -1.341, 2.987]], "lowdin_charge": [-0.161, -0.215, -0.032, -0.152, -0.245, -0.050, 0.101, 0.082, 0.085, 0.041, 0.074, 0.096, 0.122, 0.121, 0.145, 0.152, -0.077, -0.004, -0.083]}



Stability comparison, relative energies in kJ/mol: arrangement A 0.0; arrangement B 32.7; arrangement C 154.2



Arrangement A

{"formula": "C10H8N2", "method": "the ωB97M-V functional and the def2-TZVPD basis", "orbital_gap_ev": 8.6, "homo_energy_ev": -8.69, "elements": ["C", "C", "C", "C", "C", "C", "C", "C", "C", "C", "H", "H", "H", "H", "H", "H", "H", "H", "N", "N"], "coordinates": [[-3.466, -0.293, 0.068], [-2.878, 0.851, -0.134], [-1.528, 1.030, -0.141], [-0.784, -0.144, 0.076], [-2.569, -1.390, 0.075], [0.653, -0.165, 0.026], [1.471, 0.979, 0.176], [2.847, 1.001, 0.075], [3.514, -0.303, -0.049], [2.596, -1.409, -0.074], [-4.571, -0.482, 0.222], [-3.656, 1.913, -0.467], [-0.915, 1.958, -0.176], [-3.196, -2.087, -0.017], [0.830, 2.167, 0.526], [3.589, 1.850, 0.065], [4.751, -0.507, -0.188], [3.337, -2.191, -0.075], [-1.325, -1.405, 0.106], [1.300, -1.373, -0.095]], "lowdin_charge": [-0.083, -0.150, -0.033, -0.211, -0.171, -0.228, -0.058, -0.104, -0.062, -0.196, 0.137, 0.194, 0.094, 0.039, 0.195, 0.110, 0.162, 0.084, 0.159, 0.120]}



Arrangement B

{"formula": "C10H8N2", "method": "the ωB97M-V functional and the def2-TZVPD basis", "orbital_gap_ev": 8.3, "homo_energy_ev": -8.00, "elements": ["C", "C", "C", "C", "C", "C", "C", "C", "C", "C", "N", "N", "H", "H", "H", "H", "H", "H", "H", "H"], "coordinates": [[1.460, -0.715, -0.595], [-3.202, 0.375, -0.507], [0.498, 1.931, -0.023], [-0.240, 1.230, 1.043], [1.525, 1.601, -0.821], [-1.304, 0.431, 1.079], [-0.417, -2.173, 0.029], [-1.605, -1.421, -0.520], [2.153, 0.308, -1.049], [-2.039, -0.257, -0.014], [0.822, -1.452, 0.114], [-4.161, 0.890, -0.868], [0.223, 2.984, -0.017], [0.086, 1.579, 2.022], [1.954, 2.396, -1.417], [-1.715, 0.195, 2.056], [-0.256, -3.091, -0.545], [-0.639, -2.456, 1.069], [-2.159, -1.904, -1.313], [3.013, 0.227, -1.686]], "lowdin_charge": [-0.092, -0.189, -0.104, -0.088, -0.123, -0.078, -0.175, -0.001, -0.087, -0.241, 0.116, 0.168, 0.104, 0.114, 0.100, 0.118, 0.122, 0.125, 0.117, 0.093]}



Arrangement C

{"formula": "C10H8N2", "method": "the ωB97M-V functional and the def2-TZVPD basis", "orbital_gap_ev": 9.0, "homo_energy_ev": -8.82, "elements": ["C", "C", "C", "C", "C", "C", "C", "C", "C", "C", "H", "H", "H", "H", "H", "H", "H", "H", "N", "N"], "coordinates": [[-3.509, -0.014, 0.060], [-2.806, -1.267, -0.260], [-1.389, -1.147, -0.271], [-0.711, -0.052, -0.038], [-1.408, 1.198, 0.227], [-2.765, 1.176, 0.311], [0.754, 0.011, -0.041], [2.700, 1.177, -0.322], [3.422, 0.009, -0.003], [2.759, -1.121, 0.278], [-4.515, 0.067, -0.156], [-3.155, -2.177, -0.417], [-0.888, -1.861, -0.574], [-0.857, 2.084, 0.430], [-3.538, 2.205, 0.413], [3.158, 2.292, -0.510], [4.658, 0.087, 0.059], [3.417, -2.155, 0.639], [1.332, 1.161, -0.252], [1.446, -1.212, 0.319]], "lowdin_charge": [-0.054, 0.025, -0.056, -0.174, -0.033, -0.111, -0.251, -0.105, -0.130, -0.230, 0.058, 0.046, 0.030, 0.090, 0.175, 0.156, 0.158, 0.173, 0.099, 0.132]}



Stability comparison, relative energies in kJ/mol: arrangement A 164.3; arrangement B 55.8; arrangement C 0.0



Arrangement A

{"formula": "C4H3NS2", "method": "the ωB97M-V functional and the def2-TZVPD basis", "orbital_gap_ev": 6.5, "homo_energy_ev": -9.21, "elements": ["C", "C", "C", "C", "H", "H", "H", "N", "S", "S"], "coordinates": [[-0.835, -0.534, -1.816], [-0.250, -0.850, -0.418], [0.407, 0.476, -0.009], [0.968, 0.544, 1.290], [-1.251, -1.518, -2.392], [0.111, 0.109, -2.463], [-1.615, 0.252, -1.809], [1.073, 0.367, 2.468], [-1.031, -1.765, 0.635], [0.626, 1.813, -0.941]], "lowdin_charge": [-0.234, -0.812, -0.779, -0.308, 0.117, 0.091, 0.061, 0.189, 0.833, 0.843]}



Arrangement B

{"formula": "C4H3NS2", "method": "the ωB97M-V functional and the def2-TZVPD basis", "orbital_gap_ev": 7.7, "homo_energy_ev": -9.20, "elements": ["C", "C", "C", "C", "H", "H", "H", "N", "S", "S"], "coordinates": [[1.158, -0.312, -0.026], [0.364, 0.965, -0.071], [-0.987, 1.033, -0.073], [-1.870, -0.047, 0.112], [1.391, -2.451, 0.123], [0.991, 1.832, -0.119], [-1.527, 1.977, -0.120], [-2.570, -0.982, 0.165], [0.270, -1.798, -0.096], [2.780, -0.217, 0.103]], "lowdin_charge": [-1.174, -0.166, -0.098, -0.304, -0.130, 0.087, 0.118, 0.150, 0.840, 0.676]}



Stability comparison, relative energies in kJ/mol: arrangement A 197.5; arrangement B 0.0



Arrangement A

{"formula": "H16NaO8", "method": "the ωB97M-V functional and the def2-TZVPD basis", "orbital_gap_ev": 10.9, "homo_energy_ev": -14.18, "charge": 1, "elements": ["Na", "O", "H", "H", "O", "H", "H", "O", "H", "H", "O", "H", "H", "O", "H", "H", "O", "H", "H", "O", "H", "H", "O", "H", "H"], "coordinates": [[-17.159, 2.164, 15.327], [-17.293, 4.771, 16.446], [-17.494, 4.835, 15.498], [-17.491, 5.644, 16.808], [-20.848, 2.820, 14.954], [-20.838, 3.408, 15.717], [-20.114, 2.189, 15.085], [-14.990, 3.176, 15.584], [-14.991, 4.009, 16.081], [-14.257, 2.668, 15.948], [-15.756, 0.381, 15.980], [-15.524, -0.454, 15.554], [-15.002, 0.590, 16.542], [-17.648, 4.206, 13.639], [-18.023, 3.830, 12.834], [-16.715, 4.368, 13.429], [-19.116, 0.546, 14.401], [-19.826, -0.100, 14.526], [-19.063, 0.660, 13.443], [-16.394, 1.326, 12.680], [-16.872, 1.725, 11.943], [-15.489, 1.654, 12.592], [-18.762, 1.620, 17.130], [-18.843, 2.424, 17.665], [-19.655, 1.251, 17.102]], "lowdin_charge": [0.422, -0.039, 0.010, 0.069, -0.062, 0.038, -0.026, -0.047, 0.063, 0.060, -0.031, 0.079, 0.060, -0.029, 0.068, 0.072, -0.032, 0.083, 0.066, -0.032, 0.050, 0.063, -0.037, 0.068, 0.064]}



Arrangement B

{"formula": "H16NaO8", "method": "the ωB97M-V functional and the def2-TZVPD basis", "orbital_gap_ev": 11.0, "homo_energy_ev": -14.37, "charge": 1, "elements": ["Na", "O", "H", "H", "O", "H", "H", "O", "H", "H", "O", "H", "H", "O", "H", "H", "O", "H", "H", "O", "H", "H", "O", "H", "H"], "coordinates": [[-0.253, 0.184, -0.371], [-2.765, -0.283, -0.848], [-3.598, -0.213, -0.381], [-2.755, -1.178, -1.188], [2.724, -1.417, 0.987], [3.140, -1.530, 0.132], [1.786, -1.426, 0.800], [0.000, -2.196, 0.933], [-0.133, -3.106, 0.666], [-0.486, -2.113, 1.754], [-0.529, 2.783, -0.678], [0.143, 3.160, -1.247], [-0.277, 3.055, 0.204], [0.374, -1.461, -2.282], [1.119, -2.060, -2.236], [0.356, -1.170, -3.194], [-2.019, 0.551, 1.720], [-2.948, 0.682, 1.913], [-1.791, -0.257, 2.180], [1.942, 1.061, -1.403], [2.324, 1.683, -2.022], [2.532, 0.308, -1.423], [0.439, 1.680, 1.612], [1.079, 1.697, 2.323], [-0.405, 1.567, 2.050]], "lowdin_charge": [0.441, -0.026, 0.052, 0.053, -0.034, 0.029, -0.031, -0.009, 0.079, 0.062, -0.034, 0.046, 0.026, -0.021, 0.055, 0.066, -0.018, 0.077, 0.054, -0.025, 0.063, 0.037, -0.036, 0.075, 0.019]}



Arrangement C

{"formula": "H16NaO8", "method": "the ωB97M-V functional and the def2-TZVPD basis", "orbital_gap_ev": 8.9, "homo_energy_ev": -13.48, "charge": 1, "elements": ["Na", "O", "H", "H", "O", "H", "H", "O", "H", "H", "O", "H", "H", "O", "H", "H", "O", "H", "H", "O", "H", "H", "O", "H", "H"], "coordinates": [[0.517, -0.282, 0.732], [-0.681, 4.517, 1.906], [-0.681, 5.043, 2.706], [-1.435, 4.835, 1.410], [-3.744, 2.949, -3.096], [-3.597, 2.926, -4.041], [-3.102, 2.337, -2.738], [0.924, 2.353, -3.829], [1.060, 2.019, -4.716], [1.149, 3.281, -3.884], [-3.670, -1.588, -1.035], [-4.583, -1.391, -0.823], [-3.707, -1.989, -1.903], [4.337, 1.658, 1.073], [4.957, 1.649, 1.802], [4.290, 2.577, 0.809], [-2.633, -2.053, 4.674], [-2.939, -2.578, 3.935], [-2.518, -2.684, 5.385], [2.168, -3.343, -2.368], [2.628, -3.078, -3.164], [2.720, -4.025, -1.987], [2.619, -4.081, 2.941], [2.366, -4.994, 3.076], [3.556, -4.060, 3.134]], "lowdin_charge": [0.960, -0.061, 0.033, 0.032, -0.051, 0.032, 0.019, -0.060, 0.031, 0.033, -0.061, 0.035, 0.033, -0.059, 0.035, 0.034, -0.056, 0.025, 0.034, -0.059, 0.033, 0.032, -0.060, 0.033, 0.032]}



Stability comparison, relative energies in kJ/mol: arrangement A 0.0; arrangement B 33.7; arrangement C 266.0



Arrangement A

{"formula": "C4H21NO6", "method": "the ωB97M-V functional and the def2-TZVPD basis", "orbital_gap_ev": 8.7, "homo_energy_ev": -8.40, "elements": ["C", "C", "C", "C", "N", "H", "H", "H", "H", "H", "H", "H", "H", "H", "H", "H", "O", "H", "H", "O", "H", "H", "O", "H", "H", "O", "H", "H", "O", "H", "H", "O"], "coordinates": [[1.843, -1.395, -0.090], [1.093, -0.416, 0.796], [0.973, 0.963, 0.155], [1.773, 1.424, -0.823], [-0.076, 1.716, 0.665], [1.714, -1.177, -1.171], [2.891, -1.397, 0.211], [1.443, -2.445, -0.116], [0.078, -0.896, 1.038], [1.486, -0.363, 1.804], [2.383, 0.679, -1.381], [1.865, 2.439, -1.138], [-0.484, 1.483, 1.572], [0.154, 2.694, 0.620], [-2.091, 1.638, 1.856], [-1.109, 2.229, 2.836], [-2.062, 2.213, 2.651], [-1.327, -2.255, -1.930], [-1.142, -3.275, -0.802], [-1.786, -2.665, -1.166], [0.015, 1.676, -2.274], [-0.022, 1.667, -3.892], [-0.315, 1.318, -3.075], [-3.236, -0.734, 0.399], [-2.603, -1.467, 1.544], [-2.965, -0.611, 1.306], [0.024, -0.438, -2.952], [0.849, -1.124, -4.067], [0.494, -1.262, -3.197], [0.706, -0.497, 3.661], [-0.736, -0.037, 3.464], [0.172, 0.313, 3.494]], "lowdin_charge": [-0.122, -0.205, -0.401, -0.002, 0.095, 0.042, 0.075, 0.079, 0.117, 0.080, 0.069, 0.052, 0.022, 0.102, 0.015, 0.012, -0.070, 0.028, 0.025, -0.062, -0.003, 0.045, -0.016, 0.031, 0.030, -0.044, 0.003, 0.029, -0.073, 0.068, 0.052, -0.075]}



Arrangement B

{"formula": "C4H21NO6", "method": "the ωB97M-V functional and the def2-TZVPD basis", "orbital_gap_ev": 9.6, "homo_energy_ev": -9.17, "elements": ["C", "N", "C", "C", "C", "H", "H", "H", "H", "H", "H", "H", "H", "H", "H", "H", "O", "H", "H", "O", "H", "H", "O", "H", "H", "O", "H", "H", "O", "H", "H", "O"], "coordinates": [[0.222, -0.952, 1.543], [0.228, -0.711, 0.126], [1.491, -1.104, -0.568], [2.482, -0.750, -2.812], [1.536, -0.454, -1.934], [0.598, -1.917, 1.906], [-0.692, -0.716, 2.085], [0.994, -0.401, 2.122], [0.118, 0.291, -0.016], [2.381, -0.972, 0.043], [1.177, -2.122, -0.816], [2.714, -0.108, -3.653], [3.134, -1.607, -2.713], [0.807, 0.322, -2.112], [-2.630, -3.119, 1.009], [-2.548, -1.696, 0.392], [-3.116, -2.470, 0.496], [1.469, 3.485, 1.681], [0.704, 2.286, 1.081], [1.555, 2.627, 1.261], [-2.680, 0.509, -0.746], [-3.825, 1.372, -0.517], [-3.058, 1.054, -0.018], [-1.108, 3.537, 0.933], [-1.896, 2.273, 0.310], [-1.060, 2.763, 0.371], [-3.594, -1.454, -1.661], [-2.091, -1.500, -1.668], [-2.824, -0.915, -1.891], [3.380, 0.646, 1.182], [2.663, 1.113, 2.453], [3.469, 0.691, 2.133]], "lowdin_charge": [-0.158, -0.123, -0.214, -0.004, -0.165, 0.085, 0.077, 0.061, 0.072, 0.106, 0.120, 0.053, 0.060, 0.096, 0.043, 0.001, -0.054, 0.051, -0.035, -0.038, 0.022, 0.071, -0.069, 0.045, -0.013, -0.071, 0.060, 0.042, -0.056, 0.007, 0.002, -0.072]}



Stability comparison, relative energies in kJ/mol: arrangement A 0.0; arrangement B 24.8



Arrangement A

{"formula": "C2H6N2O3S", "method": "the ωB97M-V functional and the def2-TZVPD basis", "orbital_gap_ev": 9.5, "homo_energy_ev": -9.38, "elements": ["C", "C", "N", "N", "O", "O", "O", "S", "H", "H", "H", "H", "H", "H"], "coordinates": [[-0.335, -2.851, 1.328], [-0.309, 2.620, -0.885], [0.437, -2.430, 0.438], [1.065, -2.134, -0.484], [-1.010, 0.178, -0.977], [1.293, 0.491, -0.546], [-0.351, 1.059, 1.267], [-0.138, 0.962, -0.162], [-1.311, -3.340, 1.041], [1.288, -0.477, -0.459], [0.139, -2.708, 2.351], [-0.544, 2.662, -1.978], [-1.003, 3.113, -0.290], [0.780, 2.854, -0.644]], "lowdin_charge": [-0.021, -0.105, -0.190, 0.211, -0.327, -0.183, -0.301, 0.516, 0.109, -0.019, 0.107, 0.090, 0.032, 0.081]}



Arrangement B

{"formula": "C2H6N2O3S", "method": "the ωB97M-V functional and the def2-TZVPD basis", "orbital_gap_ev": 10.7, "homo_energy_ev": -10.19, "elements": ["C", "C", "N", "N", "O", "O", "O", "S", "H", "H", "H", "H", "H", "H"], "coordinates": [[-3.315, -0.843, -0.472], [1.800, 0.268, 0.085], [-3.512, -1.130, 0.671], [-0.660, -0.138, 1.134], [-3.204, -0.464, -1.559], [0.325, -1.874, -0.324], [-0.256, 0.277, -1.481], [0.224, -0.499, -0.045], [-3.225, -1.051, 1.592], [1.836, 1.044, -0.737], [1.590, 0.912, 1.023], [2.380, -0.623, 0.011], [-1.109, 0.007, -1.694], [-0.438, 0.791, 1.407]], "lowdin_charge": [-0.425, -0.132, 0.220, -0.193, 0.140, -0.297, -0.190, 0.600, 0.055, 0.089, 0.095, 0.056, -0.016, -0.001]}



Stability comparison, relative energies in kJ/mol: arrangement A 89.4; arrangement B 0.0